Entry 1:
The following is a quantum chemistry calculation of a structure of composition C32H53N6O5Zr, from the OMol25 dataset.

Calculated values
LUMO in eV: -8.876
Spin multiplicity: 1
Total charge: +3
Energy in hartree: -2002.19942
Orbital gap in eV: 7.88
Maximum force in hartree/bohr: 0.00832

Positions of all 97 atoms, in Å:
Zr  0.62985  0.60985  0.83092
C  3.47569  1.50965  3.38111
C  3.58228  2.88306  2.70224
N  2.65295  2.86559  1.52241
C  4.59715  1.96856  0.06078
C  5.02598  1.21959  -1.21914
N  4.32607  -0.03794  -1.50676
C  4.80661  -1.21526  -0.76526
C  4.03527  -1.55990  0.51370
C  2.61779  -2.09272  0.25666
N  1.54270  -1.61212  1.20930
C  1.93760  -1.84544  2.62358
C  1.00998  -1.08213  3.53747
N  1.05171  0.37087  3.20168
C  2.09779  1.16189  3.98861
H  4.17601  1.53483  4.21834
H  3.83477  0.71802  2.72348
H  4.59136  3.13017  2.38685
H  3.20951  3.67828  3.34655
H  1.90848  2.28364  1.92278
H  4.99257  1.45529  0.93836
H  5.05735  2.95995  0.03541
H  6.10926  1.07131  -1.13552
H  4.88115  1.87994  -2.07576
H  4.47871  -0.22131  -2.49068
H  5.86559  -1.10493  -0.50325
H  4.75393  -2.07484  -1.43706
H  4.01675  -0.69750  1.17279
H  4.61508  -2.32774  1.03039
H  2.62676  -3.18376  0.31425
H  2.29130  -1.83196  -0.74707
H  0.74831  -2.22890  1.03081
H  2.95940  -1.49435  2.75463
H  1.92942  -2.91211  2.85752
H  1.26607  -1.24529  4.58593
H  -0.02245  -1.41759  3.40162
H  0.18282  0.76619  3.55554
H  2.27413  0.59332  4.90180
H  1.60349  2.08538  4.29721
O  -0.24850  4.73160  1.64519
C  0.40456  3.69020  1.12965
O  0.18683  2.47064  1.69729
C  0.19827  3.59658  -0.36512
O  0.94186  2.42866  -0.75582
C  2.34928  2.68468  -0.96747
C  3.09433  2.08827  0.21547
O  1.93372  4.03435  1.31400
O  2.52803  0.84895  0.43730
H  -0.17117  4.77655  2.60873
H  -0.85229  3.41325  -0.58643
H  0.54101  4.47849  -0.90057
H  2.64865  2.12998  -1.85384
H  2.52610  3.74806  -1.11317
C  -2.95563  -3.29885  -4.14765
C  -1.45091  -3.02888  -4.19986
C  -1.08672  -2.48276  -5.58775
C  -0.68673  -4.34186  -3.94434
C  -1.01546  -2.05282  -3.12458
C  0.25156  -1.45601  -3.15865
C  0.66503  -0.63874  -2.13354
N  -0.12866  -0.33716  -1.08607
C  -1.38509  -0.83158  -1.07914
C  -1.82859  -1.72308  -2.03485
C  -2.26441  -0.37175  0.02859
C  -3.63331  -0.30307  -0.13701
C  -4.45146  0.13274  0.90958
C  -3.79779  0.51812  2.08662
C  -2.42626  0.48041  2.16004
N  -1.64351  0.03999  1.15552
C  -5.95721  0.24821  0.77449
C  -6.64482  -0.27357  2.04387
C  -6.27149  1.74590  0.59460
C  -6.47944  -0.52999  -0.43455
H  -3.22906  -3.95307  -4.97390
H  -3.53882  -2.38152  -4.25254
H  -3.25574  -3.81029  -3.23112
H  -1.46004  -3.17042  -6.34549
H  -0.01033  -2.40304  -5.73862
H  -1.54058  -1.50784  -5.77112
H  -0.96843  -5.07229  -4.70254
H  -0.92848  -4.76303  -2.96692
H  0.39288  -4.19575  -4.00724
H  0.93157  -1.64218  -3.97706
H  1.66256  -0.20958  -2.12060
H  -2.81805  -2.14367  -1.94594
H  -4.06763  -0.58762  -1.08258
H  -4.35445  0.87180  2.94194
H  -1.92452  0.82400  3.05664
H  -6.42330  0.33285  2.92184
H  -6.37424  -1.30930  2.25473
H  -7.72398  -0.23547  1.90094
H  -5.93869  2.33132  1.45311
H  -7.34942  1.87609  0.50009
H  -5.80464  2.14824  -0.30612
H  -6.20741  -1.58666  -0.38739
H  -6.13143  -0.11285  -1.38145
H  -7.56674  -0.47477  -0.45140

Results of the Löwdin charge analysis, in e, for atoms 1 through 4:
1. Zr 1.95
2. C -0.12
3. C -0.04
4. N -0.04

***

Entry 2:
The following is a quantum chemistry calculation of a structure of composition C32H53NP2Tb at a distorted geometry, from the OMol25 dataset.

Calculated values
LUMO (spin up / spin down) in eV: -3.580 / -5.044
Spin multiplicity: 7
Total charge: +1
Energy in hartree: -2812.37639
Orbital gap (spin up / spin down) in eV: 5.59 / 5.42
Maximum force in hartree/bohr: 0.08855

Positions of all 89 atoms, in Å:
Tb  1.03328  0.02694  0.82585
C  3.34772  0.19288  1.46175
C  2.79121  1.54032  1.49517
C  1.58443  0.20928  3.04336
C  2.59139  -0.64244  2.39352
C  1.71535  1.56397  2.49458
C  4.55269  -0.23173  0.70813
H  4.67454  0.35234  -0.20989
H  4.51716  -1.29521  0.44681
H  5.43460  -0.06411  1.33742
C  2.80356  -2.07096  2.67135
H  3.43927  -2.55450  1.92350
H  1.85067  -2.60578  2.69272
H  3.27763  -2.17422  3.65456
C  0.67566  -0.20182  4.11664
H  1.24419  -0.18889  5.05302
H  0.29263  -1.20885  3.94353
H  -0.18179  0.47011  4.21381
C  0.95961  2.75461  2.94973
H  1.50937  3.20870  3.78362
H  -0.04440  2.49319  3.30409
H  0.86599  3.50615  2.16225
C  3.35552  2.72899  0.82758
H  4.02311  3.22907  1.54265
H  2.58510  3.44612  0.52995
H  3.94176  2.46070  -0.05372
C  0.82641  -0.99180  -1.19280
C  1.96103  -0.19542  -1.31453
C  2.00612  1.10617  -2.04782
C  0.80529  2.02459  -1.74194
C  0.27937  1.94312  -0.35032
C  -0.80128  1.12463  0.04367
C  -1.47876  0.17016  -0.88177
C  -0.52423  -0.68015  -1.76385
H  2.05992  0.87123  -3.12803
H  -0.02075  1.81108  -2.43428
H  2.94317  1.63838  -1.81080
H  -0.37079  -0.19269  -2.73231
H  0.96946  -2.01879  -0.80030
H  2.92553  -0.67507  -1.11444
H  -1.01690  -1.64332  -1.98280
H  -2.12337  -0.50560  -0.29473
H  -1.31719  1.35599  0.98810
H  -2.15166  0.76584  -1.52262
H  1.09081  3.07400  -1.93583
H  0.53577  2.77292  0.32045
P  -1.85850  2.17835  -4.86781
C  -2.13569  0.56702  -5.73779
C  -1.13714  3.15169  -6.26687
P  -3.95318  3.98060  -3.49449
C  -3.60111  2.84051  -4.93041
C  -3.97206  5.59241  -4.41195
C  -5.77779  3.70196  -3.35198
H  -2.71373  -0.10610  -5.08707
H  -1.16436  0.09150  -5.93589
H  -2.67258  0.69582  -6.68707
H  -1.72683  3.05078  -7.18672
H  -0.11067  2.80460  -6.45762
H  -1.09171  4.21249  -5.98255
H  -6.29472  3.84980  -4.30698
H  -6.19290  4.39315  -2.60473
H  -5.95577  2.67493  -3.00197
H  -4.29867  1.98558  -4.90654
H  -3.76020  3.40048  -5.86762
H  -4.32461  6.38540  -3.73741
H  -4.62190  5.55819  -5.29526
H  -2.94986  5.84711  -4.72490
C  1.36236  -5.07101  5.89795
N  0.87886  -4.85938  4.52131
C  1.92216  -5.22955  3.55026
C  0.36776  -3.46813  4.32042
C  -0.38000  -3.28750  2.95859
C  -1.33906  -4.30900  2.93632
C  -2.18720  -4.56595  1.85133
C  -2.06692  -3.75565  0.75737
C  -1.12293  -2.69350  0.80763
C  -0.29218  -2.39086  1.88577
H  1.68140  -6.10633  6.03487
H  0.56953  -4.85238  6.61595
H  2.22522  -4.40565  6.10819
H  1.57344  -5.09119  2.52594
H  2.83908  -4.61886  3.71445
H  2.19644  -6.28052  3.68057
H  -0.38084  -3.29438  5.12145
H  1.20494  -2.80352  4.60498
H  -1.46958  -5.02113  3.76485
H  -2.90076  -5.37944  1.86109
H  -2.67611  -3.92070  -0.12602
H  -1.12981  -2.15174  -0.16467

Results of the Löwdin charge analysis, in e, for atoms 1 through 4:
1. Tb 1.48
2. C -0.30
3. C -0.30
4. C -0.34